No. 1
5 unconnected molecules or ions with the total composition C34H43N2O22P4S in a non-equilibrium geometry. Source: the Open Molecules 2025 dataset; level of theory: ωB97M-V/def2-TZVPD.

Geometry as XYZ:
```
106
Properties=species:S:1:pos:R:3:forces:R:3:lowdin_charge:R:1
S 0.865 -1.865 1.764 -0.016 0.123 -0.199 0.428
P -2.116 1.598 -0.018 0.168 -0.232 -0.168 0.989
P -4.999 -0.490 -1.245 -0.197 0.033 -0.087 0.822
P -3.340 -1.976 -0.446 0.082 -0.546 -0.090 0.454
P -0.027 -0.200 1.440 0.088 0.293 0.000 0.237
O -0.607 0.408 2.814 0.567 -0.321 0.192 -0.232
O 4.419 0.157 -2.560 0.025 0.045 0.006 0.092
O 5.950 2.595 -6.280 -0.022 -0.045 0.042 0.110
O -11.081 4.681 0.963 0.020 -0.006 0.011 0.087
O 6.910 4.322 -4.627 -0.020 -0.019 -0.004 0.092
O 5.709 1.654 7.245 0.014 -0.022 0.029 0.076
O 8.578 -6.033 -3.034 -0.057 0.031 0.015 0.105
O -8.336 0.278 1.906 -0.090 -0.021 0.087 0.100
O -9.269 4.807 2.789 0.017 -0.059 -0.001 0.106
O -0.728 2.567 -0.194 -0.176 0.303 -0.364 -0.330
O 5.321 1.943 -0.897 0.028 0.031 -0.067 0.132
O -2.197 -1.389 -1.630 0.012 0.320 0.018 -0.327
O 5.025 -0.566 8.348 -0.044 -0.023 -0.034 0.097
O 2.008 -1.165 4.770 -0.054 -0.270 0.289 0.092
O 0.955 0.941 0.873 0.186 -0.363 0.401 -0.231
O 10.009 -4.079 -2.148 -0.027 -0.006 -0.015 0.089
O -1.491 -4.656 1.971 0.342 -0.931 0.333 0.002
O -2.539 -0.839 0.727 0.099 0.443 0.120 -0.358
O -10.085 0.185 0.006 -0.031 0.070 0.023 0.123
O 4.772 -3.457 -2.006 -0.024 0.006 -0.009 0.124
O 6.227 -1.472 -1.160 0.081 -0.067 0.059 0.108
O 2.772 0.997 3.628 0.131 0.002 0.180 0.111
N -2.293 2.002 1.646 -0.351 0.333 0.057 -0.174
N -4.506 -2.438 0.822 0.206 0.107 -0.072 -0.159
C -2.217 -3.412 0.072 0.043 0.039 0.056 -0.230
C -4.348 0.652 -2.579 0.004 0.189 -0.080 -0.520
C -8.916 1.331 1.730 0.079 0.030 -0.027 -0.310
C -1.014 -0.857 -1.102 -0.180 -0.437 0.159 -0.421
C -5.525 0.643 0.136 0.017 -0.088 0.032 -0.389
C 4.967 1.100 -3.099 -0.029 -0.016 -0.032 -0.291
C 5.529 2.171 -2.181 -0.054 -0.035 0.070 -0.222
C -9.398 3.634 2.182 -0.012 0.073 0.023 -0.235
C 6.573 -4.876 -2.583 -0.081 -0.009 -0.009 0.076
C 5.966 -3.660 -2.074 -0.005 -0.057 -0.047 -0.301
C 4.860 1.044 6.609 -0.036 0.063 -0.122 -0.323
C -9.971 1.338 0.638 0.060 -0.072 -0.052 -0.228
C -1.934 -3.632 1.533 -0.428 0.726 -0.192 -0.389
C -10.475 3.631 1.115 -0.030 -0.040 -0.054 -0.316
C 4.288 1.481 5.362 0.091 0.085 0.079 0.062
C 6.336 3.396 -4.077 0.008 0.024 0.066 -0.315
C 8.209 -2.647 -1.602 0.101 0.025 0.001 0.068
C 3.354 0.710 4.775 -0.090 -0.009 -0.217 -0.225
C -1.426 -0.140 0.224 -0.136 0.022 0.039 -0.622
C 5.752 2.338 -4.994 0.027 0.032 -0.067 -0.234
C -4.971 2.049 -2.610 0.009 -0.048 -0.068 -0.213
C 6.177 3.249 -2.651 0.057 0.077 -0.023 0.070
C 3.474 -1.044 6.635 -0.079 -0.069 -0.016 0.075
C -8.667 2.550 2.471 0.036 -0.062 0.042 0.076
C 8.809 -3.863 -2.095 0.004 0.060 0.025 -0.317
C 2.875 -0.593 5.391 0.044 0.131 -0.113 -0.303
C 6.869 -2.542 -1.590 0.012 0.080 0.073 -0.223
C 4.406 -0.273 7.208 0.038 0.014 0.063 -0.240
C 7.908 -4.974 -2.595 0.056 -0.051 -0.010 -0.237
C 1.268 -0.261 -2.169 0.049 0.073 -0.377 -0.253
C 5.109 1.258 -4.530 -0.028 -0.064 0.008 0.080
C -10.709 2.426 0.359 -0.072 0.062 -0.017 0.067
C -0.256 -0.086 -2.184 0.033 0.046 0.076 -0.146
C 1.698 -1.723 -2.288 -0.023 -0.097 0.230 -0.097
H 4.692 0.499 -5.176 0.005 0.008 -0.006 0.138
H -5.457 -2.365 0.472 0.042 0.015 0.020 -0.014
H 5.635 0.184 8.505 -0.010 0.020 -0.034 0.111
H -4.587 0.154 -3.525 0.086 -0.037 0.093 0.051
H 3.140 -1.980 7.058 0.013 0.008 0.013 0.134
H -3.921 -2.819 -1.434 -0.068 0.047 0.024 0.000
H -0.504 0.980 -2.176 -0.057 -0.046 -0.036 0.080
H -6.061 1.992 -2.716 0.074 0.021 0.074 0.058
H -2.847 2.846 1.738 -0.111 -0.115 0.057 0.047
H -4.716 1.042 0.750 0.019 0.118 -0.015 -0.022
H 2.156 0.256 3.415 -0.003 0.007 0.000 0.076
H -2.751 -4.313 -0.246 0.078 0.058 -0.068 0.083
H -0.379 -1.690 -0.770 0.039 0.111 -0.066 0.072
H 6.446 3.439 -6.305 -0.001 0.001 0.037 0.116
H -3.259 0.724 -2.540 -0.056 -0.003 0.063 0.012
H -6.137 1.465 -0.245 0.067 -0.018 0.030 0.009
H 1.658 0.284 -3.040 -0.029 -0.035 0.093 0.097
H -0.756 1.368 2.748 -0.229 -0.108 -0.198 0.047
H -0.631 -0.475 -3.136 -0.010 0.014 0.096 0.124
H -4.591 2.632 -3.458 -0.026 -0.062 0.060 0.057
H -4.744 2.608 -1.699 -0.021 -0.037 -0.042 0.033
H -4.423 -1.833 1.632 -0.059 -0.002 -0.061 0.021
H 5.923 -5.665 -2.934 0.012 -0.007 0.007 0.136
H 6.582 4.014 -2.005 -0.007 -0.017 0.015 0.135
H 0.474 1.723 0.521 0.005 -0.021 -0.106 0.016
H 2.755 -1.807 -2.552 -0.143 0.004 -0.053 0.039
H 9.524 -5.812 -2.909 -0.011 0.029 0.011 0.114
H -11.463 2.437 -0.415 0.011 -0.018 -0.002 0.133
H -9.934 5.391 2.369 -0.008 -0.026 -0.020 0.114
H -2.724 1.250 2.178 -0.074 0.002 -0.128 0.052
H -7.899 2.543 3.231 -0.004 0.014 -0.005 0.136
H -1.251 -3.420 -0.446 -0.109 0.011 -0.001 0.080
H 4.632 2.411 4.933 -0.015 -0.007 -0.011 0.130
H 8.858 -1.856 -1.253 -0.020 0.003 0.008 0.133
H -0.682 2.873 -1.108 0.055 -0.003 0.131 0.053
H -2.170 -2.810 2.230 0.007 0.112 -0.057 0.094
H -9.408 -0.409 0.392 0.017 0.027 0.005 0.127
H 1.093 -2.246 -3.036 0.124 0.062 -0.032 0.085
H -6.164 0.046 0.790 0.071 0.064 -0.009 -0.013
H 5.267 -1.637 -1.267 0.004 -0.071 -0.102 0.109
H 4.827 1.101 -0.832 -0.007 0.012 -0.021 0.124
H 1.729 0.206 -1.296 -0.121 -0.111 0.035 0.084
H 1.564 -2.259 -1.343 0.025 0.070 -0.069 0.054
```
Forces are in eV/Å.

Gap between HOMO and LUMO in eV: 3.9
Net charge: -1
Spin multiplicity: 1
Electronic energy in a.u.: -4849.95575



No. 2
2 unconnected molecules or ions with the total composition C6H11O2 in a non-equilibrium geometry. Source: the Open Molecules 2025 dataset; level of theory: ωB97M-V/def2-TZVPD.

Geometry as XYZ:
```
19
Properties=species:S:1:pos:R:3:forces:R:3:nbo_charge:R:1
O -0.028 -1.135 -0.999 1.502 -0.739 0.036 -0.795
O 1.675 -1.683 0.410 -0.066 -0.099 -1.543 -0.808
C 1.119 -1.629 -0.734 -0.631 0.342 0.833 0.758
C -0.337 0.891 0.986 -1.365 -0.556 0.773 -0.105
C -1.494 1.418 0.571 1.700 0.407 -0.090 -0.242
C 1.868 -2.292 -1.926 -1.248 -0.402 -0.045 -0.735
C -0.263 -0.333 1.880 2.163 0.730 0.304 -0.665
C -1.536 2.727 -0.176 -0.713 -0.680 0.001 -0.625
H -0.947 -0.226 2.729 0.279 0.025 0.100 0.175
H 0.873 -0.401 2.161 -2.409 -0.249 0.029 0.235
H 0.625 1.333 0.788 0.041 0.454 -0.264 0.180
H -0.519 3.077 -0.321 0.011 0.182 -0.186 0.204
H 1.697 -3.408 -1.796 0.391 1.250 -0.416 0.201
H 1.359 -1.907 -2.838 0.460 -0.587 0.383 0.203
H 2.929 -2.053 -1.956 0.066 -0.140 0.174 0.195
H -2.045 2.549 -1.131 0.238 0.327 -0.131 0.196
H -2.122 3.487 0.358 0.140 -0.019 -0.034 0.185
H -2.383 0.821 0.656 -0.494 0.011 0.299 0.182
H -0.474 -1.238 1.339 -0.067 -0.259 -0.223 0.260
```
Forces are in eV/Å.

Gap between HOMO and LUMO in eV: 8.0
Net charge: -1
Relative energy (zero: lowest compared OMol25 entry of this formula, charge and spin) in kcal/mol: 31.0
Spin multiplicity: 1
Electronic energy in a.u.: -385.71124



No. 3
A gas-phase ion, C5H13N2 (charge +1) in a non-equilibrium geometry. Source: the Open Molecules 2025 dataset; level of theory: ωB97M-V/def2-TZVPD.

Geometry as XYZ:
```
20
Properties=species:S:1:pos:R:3:forces:R:3:nbo_charge:R:1
N -0.847 1.125 1.646 -0.611 -2.153 0.592 -0.899
N -0.303 -1.626 0.054 0.073 1.288 -0.337 -0.685
C 1.878 -1.386 -1.069 0.457 -0.856 -0.141 -0.650
C -1.742 1.395 -0.602 -0.006 -0.081 1.137 -0.419
C 0.977 -0.779 -0.031 0.276 0.154 1.140 -0.031
C -0.740 1.072 0.233 0.244 1.465 -0.753 0.134
C 0.652 0.711 -0.250 -0.686 0.705 0.003 -0.468
H -0.248 -2.422 0.684 0.279 -0.287 -0.349 0.449
H -0.560 1.954 2.142 0.399 0.247 -0.488 0.410
H 1.296 1.353 0.357 0.597 -0.429 -0.290 0.250
H 0.777 0.939 -1.307 -0.077 0.209 0.016 0.233
H -1.765 0.877 1.988 -0.155 0.226 -0.024 0.382
H 1.931 -2.478 -0.993 -0.153 0.000 0.257 0.230
H 1.403 -0.844 0.969 0.063 -0.298 -0.045 0.233
H -2.739 1.362 -0.178 -0.120 0.772 -0.042 0.207
H 2.915 -1.086 -0.927 -0.117 0.401 -0.136 0.265
H -1.040 -1.008 0.405 -0.189 -0.078 -0.038 0.452
H 1.561 -1.200 -2.095 -0.020 0.383 0.005 0.229
H -0.541 -1.850 -0.912 -0.311 -0.577 0.206 0.440
H -1.592 1.913 -1.536 0.057 -1.091 -0.712 0.238
```
Forces are in eV/Å.

Structure (SMILES): C=C(N)C[C@H](C)[NH3+]
Gap between HOMO and LUMO in eV: 9.4
Net charge: +1
Relative energy (zero: lowest compared OMol25 entry of this formula, charge and spin) in kcal/mol: 51.4
Spin multiplicity: 1
Electronic energy in a.u.: -307.53963



No. 4
11 unconnected molecules or ions with the total composition C16H39N12O25S2 in a non-equilibrium geometry. Source: the Open Molecules 2025 dataset; level of theory: ωB97M-V/def2-TZVPD.

Geometry as XYZ:
```
94
Properties=species:S:1:pos:R:3:forces:R:3:lowdin_charge:R:1
S -3.095 -0.013 3.043 -0.026 -0.049 0.152 0.988
S -4.787 -0.707 -2.293 0.424 -0.834 0.264 0.430
O -5.069 -6.454 0.913 0.022 -0.018 0.021 0.072
O -1.271 -4.537 -6.089 0.032 -0.041 -0.062 0.055
O -0.354 -2.561 -2.652 0.165 0.074 -0.146 0.058
O -4.851 -0.524 -3.748 -0.131 -0.349 1.257 -0.360
O -2.809 1.048 -5.240 0.109 0.090 -0.164 0.049
O 2.895 -0.499 5.121 -0.010 -0.056 0.015 0.060
O -3.758 0.141 -6.944 -0.033 -0.013 0.009 0.043
O 3.965 3.819 1.855 0.045 0.019 0.042 0.060
O 3.603 10.487 0.680 0.009 -0.010 -0.016 0.058
O 7.772 5.382 1.045 0.061 -0.006 0.002 0.059
O 4.597 -0.038 -0.857 -0.045 0.010 -0.090 0.040
O -1.456 -7.834 3.493 -0.019 -0.084 -0.044 0.043
O 4.432 -1.329 0.852 0.006 -0.053 -0.003 0.067
O 3.714 1.345 5.866 -0.004 0.002 0.016 0.041
O -0.047 -0.726 -1.582 0.084 0.079 -0.047 0.039
O -3.998 -2.136 -2.203 0.190 -0.034 -0.302 -0.255
O 4.729 5.101 0.304 -0.056 0.086 0.012 0.052
O -1.022 -2.451 -6.570 0.166 -0.046 -0.041 0.046
O 2.728 9.233 2.195 0.002 -0.011 0.020 0.058
O -6.043 -0.977 -1.626 -0.049 0.464 -0.423 -0.318
O -3.400 -5.576 1.954 -0.010 0.031 0.223 0.039
O -3.903 0.197 -1.570 -0.300 0.369 -0.459 -0.323
O -0.045 -6.283 3.985 0.031 -0.025 0.016 0.073
O -2.150 2.302 2.090 0.301 0.038 0.055 0.045
O 7.404 7.449 1.537 0.074 -0.087 -0.009 0.058
N -0.648 1.223 3.289 -0.524 0.025 -0.176 0.053
N -3.884 -6.290 1.101 0.055 -0.031 -0.047 -0.445
N -3.772 0.839 -5.947 -0.058 -0.053 0.215 -0.441
N 3.140 0.682 5.021 0.064 0.059 -0.065 -0.449
N -1.689 -3.406 -6.228 -0.205 0.138 0.152 -0.444
N 7.532 6.277 1.827 -0.106 0.020 0.033 -0.438
N -1.093 -6.869 4.137 -0.050 0.078 -0.074 -0.452
N 3.507 9.441 1.288 -0.002 0.017 0.004 -0.453
N 4.691 4.049 0.911 0.104 -0.036 -0.051 -0.437
N -0.068 2.406 2.829 -1.130 0.285 -0.590 0.044
N 4.030 -0.898 -0.207 0.027 0.084 0.176 -0.442
N -0.237 -1.352 -2.608 -0.160 -0.090 0.152 -0.425
C -3.108 -2.356 -1.118 -0.040 -0.685 -0.132 -0.255
C -5.050 1.474 -5.540 -0.109 0.390 -0.188 0.028
C -2.008 -6.354 5.191 -0.103 -0.028 -0.014 0.043
C -2.920 -7.012 0.227 -0.054 -0.071 -0.095 0.054
C -3.129 -3.140 -5.944 -0.005 -0.109 0.053 0.058
C -1.867 1.195 2.837 0.646 0.124 0.245 -0.689
C 5.609 2.963 0.472 -0.021 -0.063 -0.149 0.051
C 4.410 8.320 0.905 -0.026 0.067 -0.142 0.035
C -3.768 -2.782 0.185 0.216 0.554 -0.045 -0.171
C -0.362 -0.604 -3.883 -0.057 0.083 -0.032 0.058
C -0.994 2.984 2.127 0.529 -0.334 0.416 -0.172
C 2.738 -1.432 -0.715 0.051 0.022 -0.094 0.044
C -2.979 -0.733 1.381 -0.038 0.281 -0.397 -0.465
C -4.177 -1.623 1.092 -0.126 -0.400 0.426 -0.253
C 7.369 5.893 3.257 -0.027 0.082 0.044 0.056
C 2.712 1.368 3.771 -0.027 0.028 0.078 0.032
H -1.473 -6.403 6.134 0.039 0.061 -0.008 0.097
H 2.519 -0.939 -1.652 0.006 0.041 -0.019 0.082
H 6.177 3.325 -0.376 0.008 0.044 0.020 0.096
H 4.999 2.105 0.206 0.016 -0.027 0.051 0.076
H 6.255 2.722 1.310 -0.043 -0.011 0.038 0.102
H -3.484 -7.606 -0.482 -0.024 0.011 0.000 0.094
H -3.011 -3.350 0.726 -0.012 -0.215 0.104 0.098
H -1.365 -0.784 -4.255 -0.015 0.028 -0.073 0.080
H 1.632 1.269 3.686 0.222 -0.101 0.071 0.044
H -2.317 -6.259 -0.272 0.030 0.016 0.035 0.101
H -2.897 -6.972 5.200 -0.001 -0.012 -0.029 0.093
H 2.846 -2.505 -0.839 0.008 -0.015 0.080 0.108
H -0.211 0.451 -3.689 -0.037 -0.007 0.103 0.099
H -5.808 1.195 -6.262 0.017 -0.021 -0.014 0.094
H 3.206 0.865 2.945 -0.012 -0.074 0.000 0.092
H -3.565 -2.736 -6.852 0.028 0.110 0.023 0.096
H -2.302 -7.627 0.875 0.042 0.055 0.029 0.087
H 0.379 -1.001 -4.572 -0.082 -0.105 -0.027 0.099
H 7.158 6.789 3.828 -0.001 0.018 -0.017 0.096
H -0.936 3.912 1.591 0.027 0.106 -0.046 0.132
H -2.480 -3.176 -1.460 0.029 -0.084 -0.086 0.104
H 4.997 8.068 1.779 -0.040 -0.026 0.043 0.080
H -5.271 1.102 -4.541 0.048 0.074 -0.243 0.062
H -5.002 -1.053 0.681 -0.024 0.154 -0.188 0.102
H 3.789 7.480 0.610 -0.001 -0.029 0.078 0.087
H -3.176 -2.404 -5.146 -0.071 0.063 0.017 0.084
H -4.536 -2.053 2.032 -0.052 -0.079 0.066 0.096
H 1.984 -1.210 0.032 -0.033 -0.041 0.015 0.100
H -2.943 0.077 0.659 -0.019 0.091 -0.079 0.068
H -4.615 -3.431 -0.023 -0.120 -0.105 -0.046 0.120
H 8.296 5.426 3.573 -0.008 -0.059 -0.019 0.101
H 3.010 2.406 3.837 -0.015 0.003 0.003 0.075
H -2.450 -1.505 -0.972 -0.031 0.238 -0.019 0.081
H -3.593 -4.073 -5.650 0.026 -0.014 0.020 0.095
H -4.881 2.547 -5.527 0.059 0.049 -0.057 0.096
H -2.046 -1.286 1.307 0.122 -0.121 0.172 0.088
H 5.043 8.656 0.093 0.008 0.018 0.002 0.097
H -2.242 -5.325 4.935 0.040 0.022 0.009 0.102
H 6.548 5.184 3.311 0.007 -0.042 -0.009 0.096
```
Forces are in eV/Å.

Gap between HOMO and LUMO in eV: 7.8
Net charge: -1
Spin multiplicity: 1
Electronic energy in a.u.: -3966.65695



| no. | highest occupied orbital energy (eV) |
| --- | --- |
| 1 | -4.077 |
| 2 | -4.002 |
| 3 | -12.665 |
| 4 | -6.744 |